No. 1
A structure of composition C50H46AsN7O5RhS. Source: OMol25; level of theory: ωB97M-V/def2-TZVPD.

Geometry as XYZ:
```
111
Properties=species:S:1:pos:R:3:forces:R:3:lowdin_charge:R:1
Rh 0.5085 -0.3433 0.8335 -0.1 0.0 -0.5 1.03
N 1.9813 -5.8919 -5.2745 0.0 0.0 0.0 0.12
C 2.2362 -5.0340 -4.2269 0.0 0.0 0.0 -0.32
C 2.2714 -3.6498 -4.4313 0.0 0.0 0.0 -0.02
C 2.4772 -2.7888 -3.3714 0.0 0.0 0.0 -0.06
C 2.6415 -3.3002 -2.0917 0.0 0.0 0.0 -0.30
C 2.6252 -4.6744 -1.8719 0.0 0.0 0.0 -0.06
C 2.4222 -5.5328 -2.9309 0.0 0.0 0.0 -0.03
S 2.9124 -2.2248 -0.7409 -0.1 0.0 0.0 0.62
O 3.2545 -0.9212 -1.2295 0.0 0.0 0.0 -0.29
O 3.7616 -2.9074 0.1901 0.0 0.0 0.0 -0.28
N 1.4129 -2.0057 -0.0522 0.2 0.0 0.1 -0.19
C 0.8805 -2.8469 0.8597 -0.1 0.0 -0.1 -0.52
N 0.0747 -2.0756 1.6352 0.0 0.0 0.3 -0.04
C -0.5178 -2.5829 2.7076 -0.1 0.0 -0.1 -0.07
C -0.3796 -3.9320 2.9558 0.0 0.0 0.0 -0.03
C 0.4181 -4.6651 2.0773 0.0 0.0 0.0 -0.08
N 1.0650 -4.1448 1.0420 0.0 0.0 0.0 0.19
H 2.1260 -5.5383 -6.2049 0.0 0.0 0.0 0.10
H 2.2464 -6.8549 -5.1555 0.0 0.0 0.0 0.10
H 2.1463 -3.2523 -5.4315 0.0 0.0 0.0 0.11
H 2.5250 -1.7205 -3.5336 0.0 0.0 0.0 0.10
H 2.7714 -5.0579 -0.8721 0.0 0.0 0.0 0.11
H 2.4109 -6.6034 -2.7644 0.0 0.0 0.0 0.12
H -1.0912 -1.9096 3.3303 0.0 0.0 0.0 0.13
H -0.8579 -4.3971 3.8035 0.0 0.0 0.0 0.11
H 0.5528 -5.7300 2.2311 0.0 0.0 0.0 0.12
C 1.1722 5.3146 0.5043 0.0 0.0 0.0 -0.04
O 1.7070 4.9753 1.7854 0.0 0.0 0.0 -0.10
C 0.9090 5.3238 2.8437 0.0 0.0 0.0 -0.26
C 1.2727 6.3980 3.6441 0.0 0.0 0.0 0.01
C 0.4978 6.7507 4.7363 0.0 0.0 0.0 -0.06
C -0.6471 6.0253 5.0401 0.0 0.0 0.0 -0.07
C -0.9974 4.9363 4.2612 0.0 0.0 0.0 -0.01
C -0.2226 4.5740 3.1647 0.0 0.0 0.0 -0.17
N -0.6259 3.4747 2.3565 0.0 0.1 0.1 0.16
C 0.0649 2.3148 2.1912 0.1 0.0 0.0 -0.32
N 1.2709 2.2437 2.7383 0.1 0.0 0.0 0.18
C 2.1084 1.1250 2.8641 0.0 0.0 0.0 -0.15
C 1.9240 -0.0948 2.2271 0.1 0.0 0.1 -0.14
C 2.8110 -1.1255 2.5730 0.0 0.0 0.0 -0.11
C 3.8597 -0.9208 3.4421 0.0 0.0 0.0 -0.06
C 4.0715 0.3237 4.0284 0.0 0.0 0.0 -0.01
C 3.1926 1.3423 3.7407 0.0 0.0 0.0 -0.22
O 3.2564 2.6017 4.2619 0.0 0.0 0.0 -0.10
C 4.3548 2.9110 5.1069 0.0 0.0 0.0 -0.05
N -0.4562 1.3153 1.4939 -0.2 -0.1 0.1 -0.01
C -1.8097 1.5281 1.0824 0.0 0.0 0.0 -0.28
C -2.8608 1.1012 1.8791 0.0 0.0 0.0 -0.03
C -4.1718 1.4232 1.5561 0.0 0.0 0.0 -0.08
C -4.4223 2.1940 0.4326 0.0 0.0 0.0 -0.07
C -3.3828 2.6189 -0.3845 0.0 0.0 0.0 -0.01
C -2.0723 2.2743 -0.0736 0.0 0.0 0.0 -0.28
O -0.9833 2.6248 -0.8048 0.0 0.0 0.0 -0.10
C -1.1780 3.5060 -1.9037 0.0 0.0 0.0 -0.06
H 1.9061 4.9896 -0.2284 0.0 0.0 0.0 0.10
H 1.0299 6.3946 0.4269 0.0 0.0 0.0 0.10
H 0.2250 4.8008 0.3259 0.0 0.0 0.0 0.07
H 2.1661 6.9492 3.3814 0.0 0.0 0.0 0.13
H 0.7851 7.5946 5.3488 0.0 0.0 0.0 0.11
H -1.2587 6.2988 5.8887 0.0 0.0 0.0 0.11
H -1.8751 4.3475 4.4994 0.0 0.0 0.0 0.12
H -1.6001 3.4366 2.0960 0.0 0.0 0.0 0.15
H 1.6253 3.0723 3.1965 0.0 0.0 0.0 0.13
H 2.7352 -2.1021 2.1274 0.0 0.0 0.0 0.07
H 4.5396 -1.7350 3.6546 0.0 0.0 0.0 0.12
H 4.9041 0.4777 4.6982 0.0 0.0 0.0 0.11
H 4.2369 3.9545 5.3829 0.0 0.0 0.0 0.10
H 5.3007 2.7757 4.5794 0.0 0.0 0.0 0.10
H 4.3417 2.2919 6.0061 0.0 0.0 0.0 0.10
H -2.6306 0.5387 2.7769 0.0 0.0 0.0 0.12
H -4.9854 1.0887 2.1852 0.0 0.0 0.0 0.11
H -5.4374 2.4649 0.1750 0.0 0.0 0.0 0.12
H -3.6031 3.2054 -1.2640 0.0 0.0 0.0 0.11
H -1.5610 4.4719 -1.5645 0.0 0.0 0.0 0.10
H -1.8620 3.0809 -2.6387 0.0 0.0 0.0 0.08
H -0.1996 3.6382 -2.3576 0.0 0.0 0.0 0.10
C -5.4058 0.5588 -2.6595 0.0 0.0 0.0 -0.08
C -5.2875 -0.2805 -1.5618 0.0 0.0 0.0 -0.08
C -4.0377 -0.7135 -1.1434 0.0 0.0 0.0 -0.11
C -2.8897 -0.3229 -1.8240 0.0 0.0 0.0 -0.34
C -3.0156 0.5226 -2.9236 0.0 0.0 0.0 -0.12
C -4.2651 0.9617 -3.3383 0.0 0.0 0.0 -0.07
As -1.1168 -0.9312 -1.2594 0.1 0.0 0.1 1.38
C -1.3935 -2.8578 -1.2170 0.0 0.0 0.0 -0.36
C -0.7877 -3.7435 -2.1012 0.0 0.0 0.0 -0.09
C -1.0158 -5.1092 -1.9871 0.0 0.0 0.0 -0.06
C -1.8368 -5.6039 -0.9861 0.0 0.0 0.0 -0.07
C -2.4205 -4.7290 -0.0807 0.0 0.0 0.0 -0.08
C -2.1906 -3.3663 -0.1913 0.0 0.0 0.0 -0.15
C -0.1515 -0.5416 -2.8855 0.0 0.0 0.0 -0.40
C -0.5379 -1.0393 -4.1295 0.0 0.0 0.0 -0.12
C 0.1239 -0.6318 -5.2764 0.0 0.0 0.0 -0.07
C 1.1692 0.2813 -5.1906 0.0 0.0 0.0 -0.07
C 1.5493 0.7888 -3.9575 0.0 0.0 0.0 -0.07
C 0.8855 0.3803 -2.8075 0.0 0.0 0.0 -0.14
H -6.3819 0.8900 -2.9891 0.0 0.0 0.0 0.11
H -6.1715 -0.6026 -1.0262 0.0 0.0 0.0 0.11
H -3.9769 -1.3615 -0.2804 0.0 0.0 0.0 0.09
H -2.1372 0.8315 -3.4769 -0.1 0.0 0.0 0.09
H -4.3459 1.6095 -4.2024 0.0 0.0 0.0 0.11
H -0.1179 -3.3864 -2.8706 0.0 0.0 -0.1 0.08
H -0.5395 -5.7848 -2.6857 0.0 0.0 0.0 0.10
H -2.0149 -6.6684 -0.9054 0.0 0.0 0.0 0.11
H -3.0514 -5.1061 0.7145 0.0 0.0 0.0 0.11
H -2.6276 -2.6997 0.5436 0.0 0.0 0.0 0.09
H -1.3740 -1.7233 -4.2076 0.0 0.0 0.0 0.12
H -0.1817 -1.0185 -6.2402 0.0 0.0 0.0 0.11
H 1.6840 0.5993 -6.0881 0.0 0.0 0.0 0.11
H 2.3679 1.4928 -3.8853 0.0 0.0 0.0 0.11
H 1.1922 0.7763 -1.8461 0.0 0.0 0.0 0.08
```
Positions in Å, forces in eV/Å.

## Properties
relative energy (zero: lowest compared OMol25 entry of this formula, charge and spin) = 0.0 kJ/mol
multiplicity = 1
HOMO-LUMO gap = 7.043 eV
charge = +1
electronic energy = -5436.7620 a.u.

No. 2
A structure of composition C50H48N4O2P2S4W in a non-equilibrium geometry. Source: OMol25; level of theory: ωB97M-V/def2-TZVPD.

Geometry as XYZ:
```
111
Properties=species:S:1:pos:R:3:forces:R:3:lowdin_spin:R:1
W 0.4156 -0.0846 1.6501 -0.4 0.6 -2.0 1.67
S -1.8958 2.6181 3.0759 -0.1 0.3 0.0 -0.01
P -2.4127 1.4909 1.5547 -0.5 -0.4 0.3 -0.02
C -1.0331 0.8957 0.5597 0.5 0.6 0.6 -0.19
P -0.5350 1.8246 -0.9228 0.1 -0.1 -0.6 -0.01
S 1.0691 2.9270 -0.7334 0.3 0.0 0.0 -0.02
C -0.3427 0.6400 -2.3077 -0.1 0.0 0.2 0.00
C 0.8990 0.5134 -2.9179 -0.1 0.0 -0.1 0.00
C 1.0720 -0.3591 -3.9797 0.0 0.0 0.0 0.00
C -0.0018 -1.1052 -4.4443 0.0 0.0 -0.1 0.00
C -1.2440 -0.9813 -3.8428 -0.1 0.0 0.0 0.00
C -1.4144 -0.1141 -2.7730 0.1 -0.1 0.1 0.00
C -1.7752 2.9968 -1.5712 0.0 -0.1 0.2 0.00
C -2.3400 2.9078 -2.8373 0.0 0.0 0.1 0.00
C -3.1537 3.9294 -3.3065 0.0 0.0 -0.1 0.00
C -3.3908 5.0458 -2.5231 -0.1 0.0 0.0 0.00
C -2.8064 5.1495 -1.2679 0.0 0.0 0.1 0.00
C -1.9973 4.1331 -0.7945 -0.1 0.0 -0.1 0.00
C -3.3311 0.0029 2.1410 0.1 0.0 -0.1 0.00
C -2.9721 -1.3085 1.8638 -0.1 0.1 -0.1 0.00
C -3.7679 -2.3594 2.3052 0.0 0.0 0.0 0.00
C -4.9268 -2.1047 3.0183 0.0 -0.1 0.0 0.00
C -5.2834 -0.7935 3.3112 0.0 0.1 0.0 0.00
C -4.4915 0.2541 2.8748 0.1 -0.1 0.1 0.00
C -3.8530 2.2231 0.6867 0.2 0.0 -0.1 0.00
C -4.4460 3.3733 1.1874 0.0 0.0 0.0 0.00
C -5.6035 3.8659 0.6029 0.0 0.0 0.0 0.00
C -6.1633 3.2154 -0.4853 0.0 0.0 0.0 0.00
C -5.5767 2.0584 -0.9809 0.0 -0.1 0.0 0.00
C -4.4317 1.5563 -0.3874 0.0 0.0 0.0 0.00
H 1.7191 1.0981 -2.5255 0.1 0.0 0.0 0.00
H 2.0463 -0.4616 -4.4420 0.0 0.0 0.0 0.00
H 0.1308 -1.7920 -5.2708 0.0 0.0 0.0 0.00
H -2.0803 -1.5666 -4.2047 0.0 0.0 0.0 0.00
H -2.3846 -0.0227 -2.2973 0.0 0.0 0.0 0.00
H -2.1364 2.0531 -3.4658 -0.1 0.1 0.0 0.00
H -3.5948 3.8522 -4.2923 0.0 0.0 0.0 0.00
H -4.0274 5.8404 -2.8915 0.0 0.0 0.0 0.00
H -2.9819 6.0256 -0.6568 0.0 0.0 0.0 0.00
H -1.5192 4.2161 0.1758 0.0 0.0 0.0 0.00
H -2.0780 -1.5164 1.2960 0.0 0.0 0.0 0.00
H -3.4807 -3.3781 2.0749 0.0 0.0 0.0 0.00
H -5.5536 -2.9242 3.3464 0.0 0.0 0.0 0.00
H -6.1867 -0.5881 3.8715 0.0 0.0 0.0 0.00
H -4.7650 1.2769 3.1031 0.0 0.0 0.0 0.00
H -3.9877 3.8765 2.0297 0.0 0.0 0.0 0.00
H -6.0629 4.7648 0.9943 0.0 0.0 0.0 0.00
H -7.0597 3.6064 -0.9495 0.0 0.0 0.0 0.00
H -6.0170 1.5490 -1.8287 0.0 0.0 0.0 0.00
H -3.9797 0.6409 -0.7549 0.0 0.0 0.0 0.00
C 1.1299 -3.1340 3.0990 0.1 0.0 0.1 0.01
C 2.0440 -2.0898 3.6614 -0.2 0.2 -0.2 0.02
C 2.9960 -2.5029 4.6118 0.3 0.0 0.2 0.00
C 3.8532 -1.6038 5.1658 -0.1 -0.1 -0.1 0.02
C 3.7324 -0.2443 4.8242 -0.2 0.0 -0.2 0.00
C 4.5543 0.7394 5.4079 0.1 0.1 0.0 0.02
C 4.3804 2.0560 5.0809 0.1 -0.1 0.1 0.00
C 3.3995 2.4242 4.1554 -0.2 -0.2 -0.1 0.03
C 2.6069 1.4795 3.5334 -0.1 0.1 -0.1 0.00
S 1.4903 2.0016 2.3053 -0.3 -0.5 0.0 0.09
C 2.7474 0.1110 3.8686 0.4 0.2 0.2 0.01
N 1.9417 -0.8239 3.2618 0.2 -0.5 0.3 0.01
H 1.1832 -4.0359 3.7063 0.0 0.0 0.0 0.00
H 1.4214 -3.3976 2.0833 -0.1 0.0 0.0 0.00
H 0.0981 -2.7874 3.0792 0.0 0.0 -0.1 0.00
H 3.0413 -3.5479 4.8840 0.0 0.0 -0.1 0.00
H 4.6146 -1.9138 5.8707 0.0 0.0 0.0 0.00
H 5.3108 0.4336 6.1192 0.0 0.0 0.0 0.00
H 4.9981 2.8184 5.5374 0.0 0.0 0.0 0.00
H 3.2425 3.4649 3.9028 0.1 0.0 0.0 0.00
C 0.3831 -5.8357 -4.5071 0.0 0.1 0.0 0.00
C 0.4337 -4.7903 -3.4271 0.0 0.0 0.0 0.00
C -0.7193 -4.3559 -2.7922 0.0 0.0 0.0 0.00
C -0.6804 -3.4175 -1.7691 -0.1 0.0 0.1 0.00
C -1.9712 -3.0389 -1.0916 0.0 0.0 -0.1 0.00
C 0.5531 -2.8696 -1.3937 0.0 0.0 -0.1 0.00
C 1.7334 -3.2992 -2.0194 0.0 0.1 0.0 0.00
C 3.0842 -2.7909 -1.6059 -0.1 0.0 -0.1 0.00
C 1.6500 -4.2587 -3.0186 -0.1 0.0 0.0 0.00
C 0.5691 -1.8502 -0.3040 0.0 -0.1 -0.2 0.02
O -0.0815 -2.0973 0.7645 0.3 0.4 0.6 0.01
O 1.1632 -0.7452 -0.3717 0.2 -0.1 0.2 0.03
H -0.6405 -6.0234 -4.8279 0.0 0.0 0.0 0.00
H 0.8038 -6.7741 -4.1411 0.0 0.0 0.0 0.00
H 0.9673 -5.5259 -5.3743 0.0 0.0 0.0 0.00
H -1.6780 -4.7587 -3.1009 0.0 0.0 0.0 0.00
H -2.8214 -3.2593 -1.7377 0.0 0.0 0.0 0.00
H -1.9955 -1.9830 -0.8306 -0.1 0.0 0.0 0.00
H -2.0878 -3.6095 -0.1686 0.0 0.1 0.0 0.00
H 3.4290 -3.3085 -0.7081 0.0 0.1 0.0 0.00
H 3.0450 -1.7326 -1.3680 0.1 0.1 0.0 0.00
H 3.8125 -2.9623 -2.3997 0.0 0.0 0.0 0.00
H 2.5626 -4.6066 -3.4911 0.0 0.0 0.0 0.00
S 3.8309 -0.3624 0.9308 0.4 -0.1 0.0 0.01
C 4.4157 0.7484 -0.1964 0.2 -0.5 0.4 0.00
N 5.1703 0.3217 -1.2289 0.0 0.3 -0.3 0.00
C 5.7165 1.1999 -2.2507 0.0 0.0 0.0 0.00
C 4.8120 2.4142 -2.3872 0.0 -0.1 0.1 0.00
C 4.6295 3.0597 -1.0240 0.0 0.0 0.0 0.00
N 4.2187 2.0571 -0.0490 -0.1 0.3 -0.2 0.00
H 5.3503 -0.6653 -1.2649 -0.1 0.0 0.1 0.00
H 5.7678 0.6483 -3.1902 0.0 0.0 0.0 0.00
H 6.7333 1.5108 -1.9846 0.0 0.0 0.0 0.00
H 3.8340 2.0933 -2.7499 0.0 0.0 -0.1 0.00
H 5.2296 3.1271 -3.0969 0.0 0.0 0.0 0.00
H 3.8528 3.8216 -1.0711 0.0 0.0 0.0 0.00
H 5.5598 3.5331 -0.6935 0.0 0.0 0.0 0.00
H 3.5015 2.3147 0.6191 0.0 -0.2 0.0 0.00
N -1.0416 -0.3285 4.4554 0.0 0.3 0.0 0.14
C -0.6057 -0.0534 3.3988 -0.3 -0.5 0.9 0.13
H -1.5420 0.0443 5.2407 0.0 0.0 0.0 0.01
```
Positions in Å, forces in eV/Å.

## Properties
multiplicity = 3
HOMO-LUMO gap (spin up / spin down) = 6.086 / 6.071 eV
electronic energy = -4646.3037 a.u.

Question: Among the records above, which one has the lowest multiplicity?
Answer: C50H46AsN7O5RhS

Question: Which value of multiplicity does entry 1 give?
Answer: 1